(1)
A structure of composition C37H52BCaN10O3PS at a distorted geometry, computed with ωB97M-V with the def2-TZVPD basis set.

```
! wB97M-V def2-TZVPD RIJCOSX def2/J DEFGRID3
* xyz 0 1
Ca 1.60 1.12 -0.80
C -1.10 3.09 -3.96
C -0.53 1.90 -3.49
N 0.40 2.14 -2.58
N 0.47 3.49 -2.46
C -0.43 4.07 -3.27
B 1.52 4.19 -1.56
N 2.92 3.60 -1.91
C 4.06 4.29 -2.13
C 5.05 3.40 -2.47
C 4.42 2.15 -2.42
N 3.15 2.27 -2.09
N 1.15 3.95 -0.06
C 1.35 4.76 0.99
C 0.91 4.13 2.13
C 0.45 2.88 1.68
N 0.60 2.78 0.36
H -1.88 3.21 -4.69
H -0.76 0.88 -3.77
H -0.51 5.15 -3.31
H 1.53 5.37 -1.77
H 4.08 5.36 -2.04
H 6.08 3.62 -2.71
H 4.85 1.17 -2.60
H 1.78 5.74 0.85
H 0.91 4.51 3.14
H 0.04 2.06 2.23
N 5.78 0.63 6.63
C 5.35 0.72 5.31
C 4.23 1.48 4.98
C 3.78 1.55 3.67
C 4.45 0.84 2.68
C 5.56 0.06 2.99
C 6.01 0.00 4.30
S 3.87 0.93 1.03
O 4.90 0.38 0.18
O 3.46 2.31 0.80
N 2.52 0.09 0.89
C 2.55 -1.22 0.46
N 3.24 -2.16 1.11
C 3.07 -3.41 0.70
C 2.23 -3.76 -0.35
C 1.63 -2.72 -1.01
N 1.79 -1.45 -0.64
H 5.49 1.37 7.24
H 6.73 0.35 6.77
H 3.72 2.04 5.76
H 2.93 2.16 3.41
H 6.06 -0.48 2.20
H 6.87 -0.60 4.55
H 3.63 -4.17 1.25
H 2.09 -4.79 -0.65
H 1.00 -2.89 -1.88
O -0.75 0.13 -0.33
P -2.00 -0.64 -0.08
C -2.05 -2.05 -1.24
C -1.58 -1.57 -2.63
C -1.82 -2.63 -3.72
C -1.76 -4.04 -3.13
C -2.88 -4.25 -2.10
C -3.30 -2.93 -1.42
C -3.45 0.47 -0.15
C -4.82 -0.12 -0.57
C -5.13 0.18 -2.04
C -5.27 1.70 -2.27
C -4.33 2.50 -1.34
C -3.08 1.70 -1.01
C -1.94 -1.30 1.61
C -0.55 -1.91 1.87
C -0.58 -2.70 3.18
C -1.50 -3.94 3.05
C -2.62 -3.71 2.02
C -3.08 -2.25 2.04
H -1.26 -2.69 -0.82
H -0.53 -1.29 -2.57
H -2.12 -0.65 -2.90
H -1.08 -2.52 -4.51
H -2.80 -2.48 -4.18
H -0.78 -4.19 -2.67
H -1.84 -4.79 -3.92
H -2.54 -4.95 -1.33
H -3.76 -4.70 -2.58
H -3.80 -3.16 -0.48
H -4.02 -2.40 -2.05
H -3.53 0.80 0.89
H -5.61 0.34 0.05
H -4.88 -1.19 -0.38
H -6.04 -0.33 -2.35
H -4.32 -0.21 -2.66
H -6.30 2.00 -2.10
H -5.04 1.93 -3.31
H -4.85 2.75 -0.41
H -4.06 3.45 -1.81
H -2.33 2.30 -0.50
H -2.60 1.38 -1.94
H -2.00 -0.38 2.20
H 0.21 -1.13 1.89
H -0.26 -2.59 1.06
H -0.94 -2.05 3.98
H 0.43 -3.01 3.47
H -1.93 -4.17 4.02
H -0.91 -4.81 2.75
H -3.45 -4.38 2.22
H -2.26 -3.95 1.02
H -3.40 -2.00 3.06
H -3.97 -2.11 1.41
*
```

The HOMO-LUMO gap is 8.5 eV. Its energy above the lowest of the compared OMol25 structures with the same formula, charge and spin is 14.95 kcal per mole. The calculated total energy comes out at -99503.3133 eV.

=====

(2)
The molecule C3H3N3O, computed with ωB97M-V with the def2-TZVPD basis set.

```
! wB97M-V def2-TZVPD RIJCOSX def2/J DEFGRID3
* xyz 0 1
O -1.00 1.69 0.74
C -0.40 0.70 0.09
C -1.12 -0.29 -0.59
N -0.55 -1.45 -0.77
N 0.72 -1.64 -0.39
C 1.41 -0.60 0.01
N 0.90 0.61 0.28
H -0.29 1.93 1.36
H -2.15 -0.18 -0.92
H 2.47 -0.76 0.19
*
```

The HOMO-LUMO gap is 9.9 eV. The SMILES is Oc1cnncn1. Its energy above the lowest of the compared OMol25 structures with the same formula, charge and spin is 31.70 kcal per mole. The calculated total energy comes out at -9676.0795 eV.

=====

Which formula does entry 1 have?
C37H52BCaN10O3PS